(1)
A molecular structure, C33H25F3N6O2Sc. Source: the OMol25 dataset; level of theory: ωB97M-V/def2-TZVPD.

## Properties
- HOMO-LUMO gap (spin up / spin down): 6.8354 / 4.6708 eV
- F_max: 0.88 eV/A
- Multiplicity: 1
- Total charge: -1
- Energy relative to the best compared isomer or geometry (same formula, charge and spin): 60.55 kJ/mol
- M: 639.6 g mol⁻¹

Each line ends with the Löwdin charge.
Geometry (Å):
Sc 1.43 1.24 -0.32  0.8903
O 1.78 0.75 -2.24  -0.1739
C 2.82 0.63 -3.02  -0.3382
C 2.65 0.52 -4.42  -0.0184
C 3.73 0.36 -5.26  -0.1022
C 5.04 0.32 -4.76  -0.1181
C 5.22 0.44 -3.40  -0.0652
C 4.14 0.60 -2.52  -0.1371
C 4.47 0.73 -1.11  -0.0589
N 3.62 0.87 -0.16  -0.0650
N 4.15 1.01 1.12  0.0777
C 3.17 1.11 1.98  -0.4747
O 1.92 1.05 1.69  -0.1528
C 3.54 1.33 3.41  -0.1386
C 4.87 1.25 3.83  -0.0365
C 5.19 1.45 5.16  -0.0946
C 4.19 1.74 6.08  -0.1059
C 2.87 1.83 5.67  -0.0871
C 2.55 1.62 4.33  -0.0197
H 1.64 0.55 -4.80  0.1103
H 3.56 0.28 -6.33  0.0958
H 5.88 0.20 -5.43  0.0882
H 6.22 0.41 -2.99  0.1037
H 5.53 0.71 -0.83  0.1242
H 5.63 1.03 3.10  0.1014
H 6.22 1.38 5.48  0.0949
H 4.44 1.90 7.12  0.0938
H 2.09 2.06 6.38  0.0978
H 1.52 1.68 3.99  0.1136
N -5.79 0.55 -1.39  0.1442
C -7.09 0.25 -1.05  -0.2108
C -8.27 0.24 -1.78  -0.0492
C -9.43 -0.12 -1.11  -0.1337
C -9.40 -0.45 0.25  -0.1300
C -8.22 -0.43 0.97  -0.0396
C -7.04 -0.07 0.32  -0.2554
N -5.76 0.03 0.80  0.1452
C -5.01 0.40 -0.24  -0.2999
C -3.62 0.63 -0.25  -0.1767
C -2.88 1.00 -1.41  -0.0477
C -1.53 1.18 -1.35  -0.1804
N -0.79 1.02 -0.22  -0.1024
C -1.49 0.69 0.91  -0.1565
C -2.84 0.49 0.94  -0.0363
H -5.46 0.84 -2.29  0.1328
H -8.29 0.49 -2.84  0.0968
H -10.37 -0.14 -1.65  0.0846
H -10.33 -0.72 0.75  0.0860
H -8.20 -0.68 2.02  0.0996
H -3.36 1.16 -2.37  0.0867
H -0.97 1.46 -2.24  0.1021
H -0.90 0.58 1.81  0.1001
H -3.32 0.22 1.87  0.0982
C 1.55 3.45 -0.42  -0.1257
H 0.73 4.15 -0.60  -0.0866
H 2.47 4.03 -0.25  -0.0829
F 2.02 -6.06 0.66  0.1364
C 1.02 -5.49 -0.03  -0.5901
F -0.13 -5.91 0.52  0.1478
F 1.06 -5.99 -1.27  0.1435
C 1.10 -3.98 -0.04  -0.1120
C 0.15 -3.27 -0.75  0.0265
C 0.24 -1.89 -0.76  -0.0762
N 1.22 -1.24 -0.12  0.0436
C 2.13 -1.93 0.56  -0.0780
C 2.11 -3.32 0.63  0.0272
H -0.66 -3.76 -1.28  0.1284
H -0.47 -1.27 -1.29  0.1102
H 2.89 -1.35 1.07  0.1050
H 2.86 -3.85 1.20  0.1201

***

(2)
C2H5N3O2 in the gas phase. Source: the OMol25 dataset; level of theory: ωB97M-V/def2-TZVPD.

## Properties
- HOMO-LUMO gap: 9.1556 eV
- F_max: 7.82 eV/A
- Multiplicity: 1
- Total charge: 0
- SMILES: N/N=C(\N)C(=O)O
- Energy relative to the best compared isomer or geometry (same formula, charge and spin): 435.34 kJ/mol
- M: 103.1 g mol⁻¹

Each line ends with the Löwdin charge.
Geometry (Å):
N 1.49 1.37 0.44  -0.0871
N 0.48 0.43 0.74  -0.0500
C -0.24 0.01 -0.26  -0.2769
N 0.06 0.28 -1.68  0.0970
C -1.13 -1.13 0.24  -0.4001
O -1.38 -2.24 -0.45  -0.0083
O -1.12 -1.12 1.52  0.1552
H 1.67 1.81 1.51  0.1388
H 1.13 2.42 -0.05  0.1689
H 1.07 0.44 -1.58  0.0615
H -0.36 -0.50 -2.24  0.1021
H -1.68 -1.78 1.80  0.0990

***

(3)
A molecular structure, C20H60MnO14S11. Source: the OMol25 dataset; level of theory: ωB97M-V/def2-TZVPD.

## Properties
- HOMO-LUMO gap (spin up / spin down): 6.8313 / 7.6092 eV
- F_max: 4.52 eV/A
- Multiplicity: 6
- Total charge: 0
- M: 932.4 g mol⁻¹

Each line ends with the Löwdin spin population.
Geometry (Å):
Mn -0.80 -0.75 -0.05  4.5849
S 0.96 0.23 1.76  0.0106
O -0.27 -0.56 1.99  0.0502
O 0.83 0.40 0.28  0.0543
O 0.89 1.52 2.44  0.0068
O 2.19 -0.45 2.22  0.0049
C -3.88 2.36 0.43  0.0038
S -2.06 2.25 0.54  0.0152
O -1.66 1.04 -0.28  0.0423
C -1.61 3.66 -0.60  0.0043
H -4.12 3.33 0.87  0.0007
H -4.45 1.56 0.91  0.0001
H -4.16 2.42 -0.62  0.0001
H -1.83 4.63 -0.14  0.0007
H -2.08 3.54 -1.57  0.0000
H -0.55 3.81 -0.80  0.0001
C -3.25 2.08 -3.80  0.0001
S -2.18 3.41 -4.50  0.0000
O -0.84 3.43 -3.71  0.0000
C -1.65 2.43 -6.00  0.0000
H -3.71 2.37 -2.86  0.0000
H -2.66 1.19 -3.62  0.0000
H -3.94 1.70 -4.55  0.0000
H -0.61 2.61 -6.26  0.0000
H -2.24 2.83 -6.82  0.0000
H -1.88 1.36 -5.97  0.0000
C -4.14 -2.66 -1.52  0.0016
S -3.28 -1.54 -2.76  0.0091
O -2.13 -0.84 -2.03  0.0190
C -2.51 -2.93 -3.83  0.0006
H -4.75 -2.13 -0.78  0.0000
H -3.44 -3.35 -1.04  0.0002
H -4.82 -3.23 -2.15  0.0001
H -3.19 -3.40 -4.53  0.0002
H -2.09 -3.75 -3.24  0.0000
H -1.64 -2.57 -4.38  0.0000
C -3.00 -0.35 3.22  0.0023
S -3.81 -1.27 1.81  0.0182
O -2.77 -0.94 0.73  0.0262
C -3.71 -3.08 2.38  0.0012
H -3.59 -0.33 4.13  0.0003
H -2.81 0.67 2.91  0.0000
H -2.10 -0.88 3.53  0.0002
H -4.21 -3.22 3.34  0.0003
H -2.66 -3.38 2.45  0.0002
H -4.14 -3.71 1.61  0.0000
C 5.47 -1.42 1.89  0.0000
S 5.61 -1.63 0.09  0.0000
O 6.51 -2.87 -0.08  0.0000
C 3.83 -2.12 -0.18  0.0000
H 4.52 -0.96 2.17  0.0000
H 6.32 -0.83 2.24  0.0000
H 5.45 -2.32 2.50  0.0000
H 3.60 -2.98 0.46  0.0000
H 3.69 -2.43 -1.21  0.0000
H 3.07 -1.39 0.08  0.0000
C 0.38 -0.64 5.26  0.0006
S -0.88 -0.44 6.62  0.0001
O -2.09 -1.24 6.12  0.0000
C -0.15 -1.43 8.00  0.0000
H 0.59 -1.68 5.05  0.0000
H 1.29 -0.09 5.49  0.0000
H 0.07 -0.17 4.33  0.0005
H 0.41 -2.20 7.47  0.0000
H -0.91 -1.79 8.69  0.0000
H 0.59 -0.83 8.54  0.0000
C 0.29 -0.27 -4.15  0.0020
S 1.24 -1.11 -2.81  0.0146
O 0.30 -1.47 -1.66  0.0366
C 1.46 -2.75 -3.67  0.0050
H -0.04 0.72 -3.83  0.0000
H -0.60 -0.73 -4.59  0.0001
H 0.94 -0.05 -4.99  0.0003
H 2.13 -2.65 -4.52  0.0010
H 0.51 -3.22 -3.94  0.0001
H 2.00 -3.50 -3.10  0.0001
C 1.11 4.45 1.77  0.0000
S 1.48 5.16 0.07  0.0000
O 0.58 6.37 -0.02  0.0001
C 3.10 5.85 0.63  0.0000
H 1.92 3.95 2.31  0.0000
H 0.26 3.78 1.65  0.0000
H 0.73 5.22 2.44  0.0000
H 3.01 6.44 1.54  0.0000
H 3.34 6.60 -0.13  0.0000
H 3.99 5.21 0.64  0.0000
C 1.92 2.13 -2.06  0.0001
S 3.74 1.92 -2.03  0.0000
O 4.37 3.10 -2.75  0.0000
C 4.11 2.18 -0.27  0.0003
H 1.41 1.26 -1.63  0.0000
H 1.62 2.19 -3.10  0.0000
H 1.50 2.97 -1.50  0.0000
H 3.77 3.17 0.04  0.0000
H 5.11 1.83 -0.01  0.0000
H 3.38 1.52 0.20  0.0003
C 0.44 -3.87 2.02  0.0043
S -0.72 -4.11 0.65  0.0315
O -1.09 -2.67 0.24  0.0372
C 0.71 -4.55 -0.51  0.0043
H -0.23 -3.68 2.86  0.0001
H 0.89 -2.90 1.81  0.0004
H 1.16 -4.69 2.05  0.0005
H 0.48 -4.71 -1.56  0.0000
H 1.28 -5.44 -0.25  0.0006
H 1.36 -3.67 -0.50  0.0003